Below is 8 unconnected molecules or ions with the total composition C34H49F21O17 in a non-equilibrium geometry, with properties calculated with the ωB97M-V functional and the def2-TZVPD basis.

Structure (XYZ):
```
121
Properties=species:S:1:pos:R:3:forces:R:3
C -2.4645 14.3620 -2.8741 1.1 0.4 0.1
O -1.1611 14.4910 -2.2433 -0.2 -0.2 -0.4
C -0.9570 15.5908 -1.3491 -0.7 -1.5 -1.1
C -0.6456 16.9045 -2.1059 -1.4 -0.4 0.0
O -1.8181 17.3965 -2.7661 0.0 -0.1 0.8
C -1.7567 18.6463 -3.4359 1.4 0.2 0.4
C -3.1153 19.3013 -3.6500 0.2 -0.7 -1.1
O -2.9160 20.4282 -4.4591 -0.2 1.1 1.6
C -2.6190 21.7178 -3.7653 0.1 -0.8 -1.8
H -3.2390 14.0568 -2.1705 -0.1 0.7 0.1
H -2.4866 13.6340 -3.6850 0.8 -0.3 0.3
H -2.5908 15.3091 -3.3986 -0.8 0.5 0.2
H -0.1056 15.2921 -0.7375 0.2 0.3 -0.2
H -1.8176 15.6603 -0.6839 -0.2 0.5 0.0
H 0.1838 16.9086 -2.8131 0.3 0.2 0.2
H -0.4908 17.5427 -1.2359 0.4 0.7 0.1
H -1.2443 18.5822 -4.3958 -0.3 -0.6 -0.7
H -0.9770 19.2194 -2.9343 -0.1 0.4 0.6
H -3.7185 19.4049 -2.7480 0.2 0.4 0.2
H -3.6128 18.5693 -4.2862 -0.6 0.1 0.0
H -3.0300 22.4787 -4.4286 -0.3 -0.1 0.2
H -1.5425 21.8637 -3.8547 0.1 -0.1 0.7
H -3.0392 21.8343 -2.7664 0.1 -0.4 0.0
C 0.3004 11.1527 1.3864 1.2 -0.4 0.6
C -0.0850 11.9929 0.2345 0.8 1.7 0.8
O -1.3787 11.7140 -0.0971 -5.8 0.1 -1.2
C -2.4869 12.3984 0.4566 3.8 0.9 1.6
O -2.3552 13.2158 1.3583 -0.7 -1.5 -2.1
C -3.8563 11.9965 -0.1440 1.9 -1.6 -0.1
F -4.6451 13.0500 -0.1724 -0.6 -0.3 0.3
F -3.6799 11.5216 -1.3781 -0.3 0.5 -0.5
F -4.3013 10.9445 0.5643 -0.7 1.0 0.2
H 0.2014 10.1247 1.0379 0.2 -0.2 0.5
H -0.2267 11.3007 2.3289 -0.5 0.2 -0.4
H 1.3342 11.4047 1.6229 0.3 -0.5 0.0
H 0.5302 11.7982 -0.6440 -0.1 -0.2 0.0
H -0.0221 13.0635 0.4290 0.3 0.2 0.3
C 0.1423 11.4556 -5.4143 -0.9 1.2 -1.3
C 0.7461 10.1106 -5.2270 -0.5 -1.7 0.9
O 1.6967 9.8080 -6.2673 0.8 0.1 -0.7
C 2.1998 8.5676 -6.3856 -1.2 -1.9 3.6
O 2.0751 7.7037 -5.5069 0.4 2.1 -2.4
C 2.8875 8.2173 -7.7191 1.6 -0.5 0.4
F 3.0317 9.2583 -8.4968 0.6 1.2 -0.3
F 4.1181 7.6232 -7.4917 -1.4 1.1 0.0
F 2.1884 7.3521 -8.3994 -1.0 -1.1 -0.2
H 0.7636 12.3496 -5.3607 0.6 -0.4 0.6
H -0.7357 11.6441 -4.7965 0.2 -0.4 0.4
H -0.2542 11.5967 -6.4197 -0.1 -0.5 -0.3
H 0.0333 9.2860 -5.2203 -0.7 0.2 -0.8
H 1.0320 9.9316 -4.1905 1.5 0.5 -0.1
C -2.9390 16.9196 -7.2282 0.6 0.7 -0.3
C -3.5865 15.9488 -8.2216 0.8 0.3 1.9
O -4.8040 16.4290 -8.7639 0.0 0.1 -0.6
C -5.9052 16.1442 -8.0877 0.4 -0.7 1.8
O -5.9225 15.5910 -7.0014 -0.5 1.0 -1.7
C -7.1365 16.5228 -8.9502 -0.3 0.9 0.5
F -7.0081 15.8676 -10.0797 -0.5 -1.1 -0.7
F -8.2611 16.2085 -8.2921 0.6 0.1 -0.6
F -7.1988 17.8216 -9.3292 0.2 -0.3 1.0
H -3.4794 17.1956 -6.3227 -0.5 -0.6 -0.1
H -2.6524 17.8879 -7.6385 0.0 -0.1 -0.5
H -2.0063 16.4297 -6.9488 0.1 0.0 0.2
H -3.7392 15.0720 -7.5924 -0.4 -0.4 -0.6
H -2.8612 15.7184 -9.0019 -0.5 0.2 -0.3
C 0.3434 19.8693 5.5388 -0.2 1.1 -0.9
C -0.2354 20.8579 4.4234 0.2 -2.2 2.9
O -0.0652 20.2218 3.1747 2.1 1.2 -2.4
C 1.1020 20.5913 2.5371 -0.8 -0.1 0.9
O 1.9975 21.2252 2.9994 -0.3 -0.1 0.1
C 1.1149 20.1676 1.0585 -0.4 1.4 -0.1
F 2.3185 20.4656 0.5135 -1.7 -0.6 0.2
F 0.7959 18.8968 0.9004 0.4 -0.8 -0.3
F 0.1053 20.8670 0.4294 1.2 -0.3 0.1
H 1.4307 19.8278 5.6020 0.1 0.7 -0.2
H 0.1247 18.8227 5.3268 -0.9 0.2 0.2
H -0.0480 20.2887 6.4656 0.0 -0.7 0.3
H 0.2099 21.8317 4.6273 0.1 0.0 -1.0
H -1.3177 20.9028 4.5444 0.1 0.2 0.1
C 0.7746 15.6351 -5.4933 -0.2 1.1 -0.9
C 1.6362 15.1347 -4.3759 -0.2 0.2 0.7
O 2.9449 15.7396 -4.4430 2.0 1.2 0.6
C 3.2996 16.9587 -3.9163 -5.8 1.4 0.7
O 2.4823 17.7451 -3.3392 3.0 -3.3 -1.8
C 4.6876 17.4601 -4.2927 1.5 -0.1 -0.7
F 5.1076 18.4204 -3.5029 -0.7 0.8 0.1
F 5.5940 16.4910 -4.1150 -0.3 -0.4 -1.0
F 4.6830 17.9411 -5.5910 -0.1 -1.0 1.7
H 0.9201 15.1999 -6.4820 0.0 -0.8 0.3
H 1.0429 16.6626 -5.7390 -0.1 0.4 0.5
H -0.2858 15.6366 -5.2411 0.0 -0.2 0.0
H 1.7194 14.0479 -4.3906 0.8 0.1 -0.3
H 1.1936 15.2988 -3.3934 0.1 0.4 0.0
C -6.3289 20.8316 -1.4238 -0.5 0.7 -0.4
C -6.8367 19.9213 -2.5475 -1.1 -0.6 2.4
O -6.2854 20.3331 -3.7135 2.2 1.1 -4.2
C -6.7737 19.8548 -4.8824 -2.6 -1.1 0.6
O -7.7791 19.1714 -4.9835 1.9 0.9 0.3
C -6.0390 20.3437 -6.1498 -0.2 1.1 1.0
F -4.9444 19.6612 -6.3857 0.8 -1.1 -0.4
F -6.8329 20.2747 -7.2198 0.5 0.4 0.7
F -5.6192 21.6040 -5.8756 -0.6 0.0 -0.8
H -6.8219 21.7999 -1.5107 0.1 0.2 -0.2
H -5.2627 21.0271 -1.5381 0.1 -0.2 0.2
H -6.5775 20.5301 -0.4063 0.2 -0.5 -0.2
H -7.9103 20.0223 -2.7066 -0.2 -0.6 0.7
H -6.4929 18.8995 -2.3867 -0.6 -0.3 0.2
C -4.9111 16.5691 1.1655 0.3 -0.5 0.2
C -5.5131 17.4635 0.0962 0.1 2.3 3.0
O -5.6726 16.8971 -1.1178 -2.0 -3.8 -4.2
C -6.6845 15.9250 -1.4108 0.3 0.7 3.0
O -7.4556 15.4583 -0.6006 1.5 1.0 -1.7
C -6.6916 15.5052 -2.8940 1.2 0.6 -1.8
F -5.9775 16.3337 -3.6735 0.2 1.4 0.3
F -6.1061 14.3451 -3.1679 0.0 -1.3 1.2
F -7.8949 15.4764 -3.3879 -1.2 0.0 0.4
H -4.6283 16.9225 2.1571 -0.9 1.2 0.0
H -3.9098 16.2143 0.9212 -0.3 -0.8 -0.8
H -5.6751 15.8135 1.3480 0.6 -0.6 -0.1
H -4.9428 18.3571 -0.1574 0.5 0.0 0.4
H -6.4426 17.8915 0.4717 -0.4 -0.3 0.0
```
Forces are in eV/Å.

Results
- ⟨S²⟩ = 0.755
- lowest unoccupied orbital energy (alpha / beta) (eV) = -2.44 / -8.77
- orbital gap (alpha / beta) (eV) = 10.513 / 4.183
- net charge = +1
- multiplicity = 2